DFT (the ωB97M-V functional and the def2-TZVPD basis) results for a 4-piece molecular cluster, C46H65Cl2FI2NO9 overall in a non-equilibrium geometry.

Properties
HOMO energy ... -10.16 eV
ΔE to the lowest compared entry with this formula, charge and spin ... 27.727 eV
Net charge ... +1
Kohn-Sham gap ... 0.266 Eh
Lowest unoccupied orbital energy ... -2.92 eV

Last column: Löwdin charge in e.
Cartesian coordinates (Å):
C 3.3772 -3.9142 0.1360  0.102
C 2.1380 -3.2187 0.1647  -0.043
C 0.6632 -2.4480 -0.0455  -0.135
C 0.7477 -0.8966 -0.4322  -0.262
C 0.7246 0.1933 0.8388  -0.152
O 1.1013 -0.3366 2.1434  -0.210
C 1.2785 0.7014 3.1618  -0.154
C 0.0236 1.6070 3.7162  0.001
C 0.2831 2.7220 4.9024  -0.057
C 1.7755 2.9520 5.5858  -0.068
C 3.0622 2.0796 5.0347  -0.054
C 2.7882 0.9577 3.8345  0.003
C 2.0044 -0.3843 -1.3618  -0.443
Cl 1.8875 0.1825 -3.1666  0.606
C 3.4396 -0.2330 -0.8868  -0.552
C 4.6690 0.3005 -1.8931  -0.138
Cl 3.9920 -0.5644 0.8318  0.628
C -0.6745 -0.4756 -1.2074  -0.071
C -1.9677 -1.4469 -0.7602  -0.335
C -2.3598 -1.3594 0.8139  -0.057
C -3.2033 -0.6157 -1.5263  -0.138
C -3.7611 0.6872 -0.7346  -0.163
C -5.1699 0.5109 0.1552  -0.026
C -5.8958 1.7302 0.9816  -0.018
C -5.2780 3.2751 0.9514  -0.155
C -6.0840 4.4544 1.7592  -0.113
C -3.8826 3.4955 0.0773  -0.011
C -3.1829 2.2212 -0.7444  -0.028
N -1.6615 -2.7839 -1.3649  -0.048
C -2.8010 -3.7151 -1.7150  -0.667
I -4.4984 -3.9802 -0.4404  0.921
C -3.3946 -3.4499 -3.2714  -0.706
C -2.8807 -4.5723 -4.3479  -0.176
I -5.6166 -3.5582 -3.1913  0.732
C -0.3892 -3.4782 -0.8241  -0.199
C -0.8127 -4.5534 0.3874  -0.087
C -1.0134 -6.1080 0.0145  -0.183
O -2.2665 -6.5988 0.6539  -0.184
C -2.0055 -6.7723 2.1192  -0.127
O -2.5868 -5.9991 3.0495  -0.032
C 0.3063 -4.1999 -2.1297  -0.194
C 1.2155 -3.1687 -3.0839  -0.039
F 1.2330 -5.3195 -1.8799  -0.069
H 4.3329 -4.5934 0.2316  0.076
H 0.2516 -2.4511 1.0790  0.142
H -0.2984 0.7318 0.9874  0.110
H 1.4991 1.0753 0.6102  0.152
H -1.0309 1.4078 3.2269  0.091
H -0.6662 3.3250 5.2729  0.081
H 1.8520 3.7432 6.4481  0.082
H 4.1030 2.2561 5.5413  0.084
H 3.7507 0.3381 3.5106  0.063
H 4.6677 -0.3692 -2.8538  0.076
H 4.4817 1.4380 -2.1900  0.100
H 5.7188 0.2201 -1.3735  0.073
H -0.9275 0.6830 -1.0557  0.129
H -0.6224 -0.5628 -2.3722  0.090
H -1.8287 -2.1241 1.5307  0.092
H -2.1657 -0.2936 1.3205  0.112
H -3.5242 -1.5299 1.0284  0.060
H -2.7761 -0.2434 -2.5670  0.131
H -4.1356 -1.2732 -1.7638  0.055
H -5.6727 -0.5709 0.1929  0.085
H -6.8913 1.5690 1.6042  0.100
H -5.6894 5.5173 1.4059  0.094
H -6.0982 4.3325 2.9231  0.047
H -7.2184 4.4050 1.3981  0.093
H -3.4580 4.5854 0.0413  0.086
H -2.2076 2.4377 -1.3810  0.082
H -1.3587 -2.5433 -2.3671  0.155
H -2.3855 -4.8225 -1.9000  0.095
H -3.1063 -2.3919 -3.6782  0.090
H -2.8441 -5.6714 -3.9183  0.107
H -3.5678 -4.4679 -5.3077  0.091
H -1.7840 -4.2735 -4.6849  0.089
H -0.0031 -4.5737 1.2681  0.151
H -1.8090 -4.2100 0.9502  0.099
H -0.1366 -6.7665 0.4785  0.150
H -1.0873 -6.3883 -1.1172  0.135
H -1.2815 -7.6300 2.5013  0.177
H -0.4839 -4.6330 -2.9150  0.140
H 0.5291 -2.2861 -3.4185  0.058
H 2.2324 -2.8675 -2.5991  0.088
H 1.4874 -3.7757 -4.0724  0.104
O 8.4475 1.3550 -1.5074  0.071
C 8.1089 2.1253 -0.6115  -0.515
O 7.5659 3.3255 -0.9149  -0.011
C 6.9666 4.2178 0.0477  -0.230
C 8.0158 5.0982 0.6964  -0.066
C 8.3804 1.7957 0.8260  0.006
H 6.3679 3.6646 0.7786  0.112
H 6.2652 4.8478 -0.5106  0.123
H 8.7463 4.5079 1.2558  0.069
H 7.5500 5.8125 1.3810  0.084
H 8.5741 5.6520 -0.0656  0.088
H 9.4030 2.0827 1.0754  0.100
H 8.2665 0.7138 0.9599  0.094
H 7.6845 2.2605 1.5236  0.070
O 1.1590 -3.0760 -6.2547  0.047
C 1.7213 -2.1463 -6.8295  -0.490
O 2.7265 -2.3921 -7.6992  0.002
C 3.3222 -1.3997 -8.5608  -0.221
C 4.4202 -0.6448 -7.8388  -0.064
C 1.3749 -0.7236 -6.5060  -0.007
H 2.5606 -0.7366 -8.9838  0.116
H 3.7578 -1.9457 -9.4051  0.127
H 4.0309 -0.0937 -6.9787  0.066
H 4.9080 0.0646 -8.5131  0.087
H 5.1728 -1.3407 -7.4538  0.088
H 1.9316 -0.4082 -5.6224  0.017
H 0.3009 -0.6690 -6.2943  0.095
H 1.5560 -0.0289 -7.3255  0.077
O -5.1799 4.1603 4.4813  0.045
C -5.2904 4.2840 5.6992  -0.474
O -6.0054 5.3076 6.2172  0.005
C -6.3527 5.4380 7.6117  -0.222
C -5.2367 6.1087 8.3872  -0.066
C -4.5571 3.3673 6.6323  0.012
H -6.6427 4.4720 8.0377  0.116
H -7.2462 6.0713 7.6491  0.127
H -4.3189 5.5151 8.3658  0.068
H -5.5282 6.2587 9.4304  0.086
H -4.9947 7.0807 7.9449  0.087
H -3.5375 3.7307 6.7686  0.094
H -4.5269 2.3683 6.1825  0.097
H -5.0401 3.2468 7.6014  0.075


DFT (the ωB97M-V functional and the def2-TZVPD basis) results for a 11-piece molecular cluster, C46H66N10O3Si overall.

Properties
HOMO energy ... -8.11 eV
ΔE to the lowest compared entry with this formula, charge and spin ... 0.116 eV
Kohn-Sham gap ... 0.309 Eh
Lowest unoccupied orbital energy ... 0.29 eV
SMILES ... C[C@@H](O)CO[SiH2]C[C@@H](C)O.c1cc[nH]c1.c1cc[nH]c1.c1cc[nH]c1.c1cc[nH]c1.c1cc[nH]c1.c1cc[nH]c1.c1cc[nH]c1.c1cc[nH]c1.c1cc[nH]c1.c1cc[nH]c1

Last column: Löwdin charge in e.
Cartesian coordinates (Å):
C -1.5846 0.4389 -0.7480  -0.041
C -1.1875 -0.7359 0.1260  -0.401
O 0.1906 -1.0543 0.0628  -0.038
C -1.6230 -0.4262 1.5907  -0.207
O -0.4916 -0.0857 2.3820  -0.278
Si -0.6767 0.7830 3.7723  0.607
C 0.6067 2.1553 3.7420  -0.233
C 0.2654 3.3898 2.9043  -0.451
C 0.6856 3.2856 1.4320  -0.035
O -1.1558 3.6282 2.9988  -0.119
H -1.3448 0.2743 -1.7991  0.072
H -2.6649 0.5613 -0.6652  0.073
H -1.1266 1.3608 -0.3835  0.076
H -1.7349 -1.6241 -0.2001  0.119
H 0.6729 -0.3357 -0.3518  0.069
H -2.1324 -1.2857 2.0314  0.116
H -2.3142 0.4185 1.5481  0.102
H -0.4112 -0.0963 4.9333  -0.024
H -2.0599 1.2861 3.8830  -0.005
H 1.5114 1.7079 3.3252  0.080
H 0.8322 2.4527 4.7677  0.075
H 0.7737 4.2490 3.3476  0.132
H 1.2904 2.3987 1.2481  0.074
H 1.2720 4.1514 1.1278  0.076
H -0.1997 3.2304 0.8007  0.069
H -1.2893 4.5699 2.8594  0.072
C 1.5919 0.5863 -3.1153  -0.100
C 2.7103 0.7754 -3.9735  -0.098
C 3.0498 -0.4503 -4.4781  -0.145
N 2.1824 -1.3711 -3.9621  0.004
C 1.2880 -0.7497 -3.1308  -0.156
H 1.0732 1.3446 -2.5514  0.089
H 3.2142 1.7037 -4.1858  0.078
H 3.8373 -0.7473 -5.1489  0.111
H 2.2197 -2.3566 -4.1517  0.140
H 0.5246 -1.3041 -2.6091  0.092
C -4.5439 4.0326 6.8529  -0.114
C -5.4974 4.0766 5.8015  -0.099
C -4.8026 4.0697 4.6189  -0.164
N -3.4659 4.0264 4.9173  0.017
C -3.3038 4.0079 6.2728  -0.144
H -4.7430 4.0124 7.9110  0.093
H -6.5698 4.1002 5.8999  0.091
H -5.1480 4.0639 3.5981  0.109
H -2.7043 3.9957 4.2575  0.095
H -2.3223 3.9628 6.7133  0.112
C 4.3961 -3.9277 -2.3450  -0.109
C 4.7604 -2.5513 -2.3411  -0.115
C 6.1092 -2.4847 -2.5507  -0.128
N 6.5726 -3.7684 -2.6896  -0.011
C 5.5355 -4.6540 -2.5618  -0.135
H 3.4107 -4.3386 -2.1977  0.089
H 4.1075 -1.7086 -2.1923  0.084
H 6.7735 -1.6403 -2.6169  0.110
H 7.5351 -4.0276 -2.8063  0.130
H 5.6969 -5.7156 -2.6344  0.108
C 6.6961 4.2931 -4.7963  -0.112
C 7.1245 2.9765 -5.1213  -0.112
C 6.0768 2.3470 -5.7374  -0.148
N 5.0347 3.2316 -5.7968  -0.004
C 5.4028 4.4195 -5.2263  -0.143
H 7.2727 5.0585 -4.3049  0.089
H 8.0914 2.5440 -4.9269  0.088
H 5.9863 1.3521 -6.1383  0.103
H 4.1362 3.0375 -6.1985  0.138
H 4.7184 5.2484 -5.1758  0.104
C -2.3520 -6.0956 2.8043  -0.114
C -3.0645 -5.6591 1.6524  -0.111
C -2.3986 -4.5716 1.1546  -0.147
N -1.3175 -4.3348 1.9566  0.010
C -1.2806 -5.2573 2.9652  -0.141
H -2.6001 -6.9270 3.4424  0.087
H -3.9616 -6.0905 1.2415  0.086
H -2.6040 -3.9496 0.2986  0.093
H -0.6556 -3.5903 1.8216  0.139
H -0.5014 -5.2396 3.7072  0.104
C -2.6283 -4.7879 -3.7846  -0.123
C -3.2449 -3.8007 -4.6065  -0.131
C -2.3189 -2.8167 -4.8286  -0.131
N -1.1755 -3.1674 -4.1655  0.018
C -1.3515 -4.3638 -3.5290  -0.129
H -3.0719 -5.6990 -3.4175  0.098
H -4.2528 -3.8115 -4.9876  0.100
H -2.3795 -1.9010 -5.3908  0.112
H -0.3343 -2.6211 -4.1445  0.105
H -0.5632 -4.8093 -2.9466  0.109
C -3.4522 0.9114 8.1576  -0.115
C -4.5961 0.8727 9.0012  -0.112
C -4.2067 0.3243 10.1936  -0.144
N -2.8738 0.0299 10.1033  -0.004
C -2.4066 0.3831 8.8656  -0.141
H -3.4080 1.2834 7.1485  0.078
H -5.5897 1.2089 8.7564  0.090
H -4.7620 0.1194 11.0926  0.103
H -2.3240 -0.3854 10.8315  0.140
H -1.3758 0.2294 8.5959  0.102
C -6.2732 -2.0212 -0.5077  -0.110
C -5.4025 -0.9939 -0.9633  -0.115
C -4.5092 -1.5736 -1.8278  -0.153
N -4.8048 -2.9037 -1.9097  0.021
C -5.8770 -3.1860 -1.1114  -0.138
H -7.0935 -1.9163 0.1821  0.089
H -5.4317 0.0480 -0.6893  0.087
H -3.6905 -1.1573 -2.3908  0.098
H -4.2955 -3.5640 -2.4737  0.093
H -6.2668 -4.1867 -1.0372  0.105
C 10.4776 -3.7051 -6.6749  -0.111
C 9.6887 -4.6926 -7.3269  -0.111
C 8.5478 -4.8570 -6.5895  -0.140
N 8.6167 -4.0077 -5.5187  0.001
C 9.7895 -3.3022 -5.5630  -0.144
H 11.4384 -3.3335 -6.9885  0.090
H 9.9321 -5.2196 -8.2339  0.090
H 7.6970 -5.4997 -6.7354  0.105
H 7.9140 -3.9182 -4.8088  0.104
H 10.0321 -2.5750 -4.8072  0.103
C -5.0234 8.3233 1.2758  -0.111
C -3.7279 7.8964 0.8775  -0.113
C -3.3315 6.9299 1.7633  -0.146
N -4.3326 6.7560 2.6780  0.012
C -5.3658 7.6006 2.3882  -0.135
H -5.6324 9.0733 0.8002  0.089
H -3.1560 8.2555 0.0386  0.088
H -2.4228 6.3536 1.8059  0.089
H -4.3234 6.1093 3.4492  0.099
H -6.2542 7.6159 2.9956  0.108


DFT (the ωB97M-V functional and the def2-TZVPD basis) results for C46H66N11O6P as an isolated structure in a non-equilibrium geometry.

Properties
HOMO energy ... -2.83 eV
ΔE to the lowest compared entry with this formula, charge and spin ... 2.245 eV
Net charge ... -2
Kohn-Sham gap ... 0.244 Eh
Lowest unoccupied orbital energy ... 3.82 eV

Last column: Löwdin charge in e.
Cartesian coordinates (Å):
C 10.5814 -45.7197 21.3562  -0.089
O 9.5183 -46.5124 20.7637  -0.197
C 8.1975 -46.0158 20.8448  -0.175
C 7.9922 -44.9073 19.8267  -0.067
N 6.5814 -44.7622 19.3038  0.036
H 5.9710 -44.7548 20.0282  0.067
H 6.5737 -43.7908 18.8779  0.032
C 5.9666 -45.6273 18.3626  -0.105
C 4.6852 -45.2580 17.5909  -0.196
O 4.0069 -46.4484 17.2405  -0.173
C 3.0342 -46.2606 16.2389  -0.139
H 10.7246 -44.7013 20.8857  0.091
H 11.5242 -46.0945 20.9976  0.069
H 10.5385 -45.5181 22.4478  0.090
H 8.0225 -45.3731 21.8388  0.163
H 7.6540 -46.9119 20.6249  0.122
H 8.4848 -45.0600 18.8819  0.128
H 8.2101 -43.8814 19.8960  0.099
H 5.8167 -46.4690 18.9001  0.099
H 6.6478 -45.8041 17.6401  0.100
H 4.9100 -44.4992 16.6836  0.155
H 3.9468 -44.5328 18.0540  0.099
H 2.7843 -47.2700 15.8287  0.099
H 3.2453 -45.6042 15.3592  0.076
H 2.2330 -45.4169 16.4323  0.105
P 5.5726 -41.5290 19.2899  0.147
O 6.6836 -41.1266 20.1186  -0.303
O 5.0090 -40.2796 18.4136  -0.294
O 4.5012 -42.1316 20.1214  -0.314
O 6.1808 -42.5606 18.4245  -0.255
N 9.1370 -41.1147 19.4964  0.016
C 10.0256 -40.3388 20.2411  -0.201
C 11.2369 -40.4885 19.7881  -0.075
C 11.1057 -41.4759 18.5492  -0.065
C 9.7794 -41.7753 18.4452  -0.165
H 8.0046 -41.1776 19.6815  0.080
H 9.6870 -39.6834 20.9559  0.082
H 12.0873 -40.1287 20.2478  0.046
H 11.9126 -41.8516 17.9819  0.042
H 9.2243 -42.3408 17.7261  0.070
N 3.6658 -38.3912 18.9938  -0.029
C 3.9297 -37.1685 19.7872  -0.174
C 2.7291 -36.6605 20.0603  -0.156
C 1.6547 -37.5204 19.3757  -0.110
C 2.2950 -38.6546 18.9808  -0.184
H 4.5300 -39.3086 18.8496  0.017
H 4.9167 -37.0609 20.2045  0.064
H 2.6960 -35.6111 20.6662  0.110
H 0.6341 -37.4227 19.2194  0.033
H 2.0338 -39.5143 18.5223  0.055
N 6.5024 -38.8710 16.9051  -0.026
C 6.0320 -37.6298 16.4852  -0.149
C 6.9517 -37.1870 15.5721  -0.141
C 7.9165 -38.2458 15.5706  -0.179
C 7.6864 -39.2527 16.4325  -0.170
H 5.9147 -39.4735 17.5594  0.058
H 5.0153 -37.3073 16.8835  0.120
H 6.6572 -36.1123 15.1748  0.119
H 8.6802 -38.1570 14.6836  0.107
H 8.2239 -40.1188 16.6462  0.089
N 3.3307 -40.5514 16.3884  0.036
C 2.6895 -39.7518 15.5128  -0.185
C 1.9492 -40.4503 14.7386  -0.071
C 2.3009 -41.9399 15.0766  -0.068
C 3.0465 -41.8236 16.1370  -0.245
H 4.0312 -40.2713 17.1169  0.088
H 2.7220 -38.6384 15.7596  0.147
H 1.3653 -40.1441 14.0464  0.008
H 1.9411 -42.9116 14.6147  0.093
H 3.4407 -42.7568 16.5237  0.091
N 4.4408 -44.4345 21.2086  -0.010
C 5.0889 -44.5135 22.4293  -0.179
C 4.9092 -45.7326 22.9258  -0.063
C 3.8364 -46.4795 21.9798  -0.007
C 3.6148 -45.4783 21.0007  -0.132
H 4.4197 -43.5554 20.7019  0.045
H 5.6914 -43.7043 22.9341  0.116
H 5.1619 -46.2555 23.7346  0.028
H 3.7104 -47.5642 22.0488  0.061
H 3.0581 -45.3277 20.1775  0.065
N 4.0031 -41.1159 22.4599  0.022
C 3.9745 -39.8030 22.6091  -0.231
C 3.5049 -39.4706 23.8025  -0.137
C 3.4897 -40.7141 24.5293  -0.144
C 3.7997 -41.7761 23.6767  -0.126
H 4.3416 -41.6797 21.7003  0.058
H 4.1425 -38.9832 21.7751  0.151
H 3.2256 -38.4126 24.2945  0.139
H 3.0822 -40.8606 25.5490  0.079
H 4.0366 -42.8225 23.9337  0.094
N 7.1504 -38.8017 21.0137  -0.046
C 6.8440 -38.2249 22.1728  -0.224
C 7.1326 -36.8758 22.0208  -0.132
C 7.5132 -36.6761 20.5793  -0.128
C 7.5860 -37.9623 19.9724  -0.125
H 6.6518 -39.8705 20.8091  0.127
H 6.4195 -38.7200 23.0850  0.107
H 7.0284 -36.1540 22.8931  0.082
H 7.8530 -35.7854 19.9773  0.083
H 7.7809 -38.1406 18.8538  0.122
N 7.8418 -41.8683 22.4438  0.022
C 8.9727 -42.4712 22.5899  -0.213
C 9.0995 -42.8155 23.9338  -0.069
C 7.8859 -42.2156 24.6551  -0.086
C 7.1590 -41.7014 23.6796  -0.169
H 7.2178 -41.6020 21.5453  0.137
H 9.6667 -42.4456 21.8759  0.057
H 9.8591 -43.4629 24.3911  0.063
H 7.4375 -42.3707 25.6068  0.071
H 6.3766 -40.9712 23.5112  0.090
N 1.9556 -42.3916 19.6779  0.022
C 1.0404 -41.7770 20.5691  -0.166
C -0.0801 -41.9479 19.9646  -0.189
C -0.0130 -42.8012 18.7305  -0.056
C 1.3253 -43.0745 18.7336  -0.211
H 3.0058 -42.3785 19.8679  0.073
H 1.1954 -41.0654 21.5181  0.160
H -0.9109 -41.1300 20.2881  0.128
H -0.7042 -43.0717 18.0967  0.012
H 1.8776 -43.8105 18.0212  0.110
N 7.4009 -42.7939 16.0828  -0.018
C 8.2674 -43.5653 15.5608  -0.206
C 8.2573 -43.2602 14.2056  -0.044
C 7.2864 -42.1254 14.0945  -0.087
C 6.7161 -41.8759 15.2456  -0.074
H 7.0079 -42.7791 17.0544  0.080
H 8.7536 -44.2382 16.0153  0.041
H 8.9387 -43.8631 13.6118  0.068
H 7.1469 -41.7618 13.2698  -0.008
H 5.9398 -41.2228 15.6847  0.122


> Look up the ΔE to the lowest compared entry with this formula, charge and spin of the first one.

27.727 eV


> Which of these has the lowest HOMO energy?

C46H65Cl2FI2NO9


> Which of these has the lowest Kohn-Sham gap?

C46H66N11O6P


> Which value of Kohn-Sham gap does entry 1 give?

0.266 Eh